A cluster of 6 separate species, C46H78I2N2O9 in total at a distorted geometry, computed with ωB97M-V/def2-TZVPD.

Structure (ORCA input):
```
! wB97M-V def2-TZVPD RIJCOSX def2/J DEFGRID3
* xyz 0 1
C -10.326 -2.810 3.568
C -9.995 -2.544 2.319
C -9.454 -2.238 0.810
C -7.906 -1.712 0.920
C -7.239 -1.569 -0.548
C -5.818 -0.758 -0.532
C -4.463 -1.397 0.053
C -4.556 -2.886 0.655
C -3.933 -3.017 2.170
O -3.264 -4.065 2.430
I -4.309 -1.342 3.507
C -3.089 -0.572 0.074
C -1.696 -1.111 0.665
C -1.201 -2.536 0.096
N -0.756 -2.509 -1.355
C -1.918 -2.633 -2.306
C -1.844 -1.314 -3.293
C -0.007 -3.819 -1.504
C 1.569 -3.890 -1.914
O -0.563 -4.967 -1.271
C -3.107 0.930 -0.504
C -1.842 1.920 -0.518
I -1.124 2.438 1.520
C -0.636 1.456 -1.506
C 0.705 2.359 -1.334
C -4.472 1.478 -1.059
C -5.858 0.709 -1.105
C -7.039 1.611 -1.712
O -8.310 1.501 -1.629
N -6.234 2.707 -2.388
C -5.739 2.037 -3.641
C -5.187 1.663 -4.789
C -4.904 2.895 -1.679
O -4.376 4.049 -1.639
H -10.723 -2.893 4.648
H -9.403 -3.272 0.286
H -10.126 -1.479 0.270
H -7.844 -0.713 1.522
H -7.373 -2.498 1.600
H -7.131 -2.591 -1.106
H -8.003 -0.963 -1.191
H -3.996 -3.580 -0.101
H -5.624 -3.314 0.733
H -1.801 -1.179 1.828
H -0.813 -0.368 0.497
H -1.929 -3.413 0.253
H -0.239 -2.812 0.703
H -2.940 -2.751 -1.793
H -1.759 -3.538 -3.029
H -0.733 -0.955 -3.292
H -2.504 -0.489 -2.840
H -2.161 -1.659 -4.345
H 1.860 -5.013 -2.044
H 1.705 -3.404 -2.948
H 2.257 -3.479 -1.090
H -2.216 2.941 -0.945
H -0.432 0.315 -1.486
H -1.023 1.676 -2.589
H 1.290 2.245 -2.339
H 1.323 2.001 -0.434
H 0.392 3.482 -1.245
H -4.510 1.495 -5.702
C -13.386 -6.343 7.257
C -12.571 -5.456 6.330
O -11.233 -5.901 6.150
C -11.065 -7.198 5.587
C -11.673 -7.339 4.202
H -12.901 -6.423 8.234
H -14.389 -5.930 7.395
H -13.494 -7.356 6.862
H -12.511 -4.454 6.766
H -13.066 -5.340 5.360
H -11.457 -7.959 6.269
H -9.988 -7.370 5.518
H -12.755 -7.195 4.214
H -11.474 -8.337 3.800
H -11.249 -6.597 3.520
C 6.662 3.847 -0.054
C 5.375 3.442 0.645
O 4.489 2.699 -0.183
C 4.981 1.465 -0.695
C 5.366 0.472 0.389
H 6.442 4.427 -0.955
H 7.283 4.453 0.611
H 7.250 2.978 -0.361
H 4.838 4.347 0.944
H 5.585 2.890 1.567
H 5.816 1.645 -1.379
H 4.176 1.034 -1.297
H 6.182 0.843 1.012
H 5.692 -0.472 -0.059
H 4.515 0.272 1.046
C 11.437 0.448 -0.148
C 9.959 0.101 -0.074
O 9.134 0.970 -0.839
C 9.385 1.017 -2.239
C 9.218 -0.326 -2.929
H 11.605 1.479 0.176
H 12.017 -0.221 0.493
H 11.827 0.358 -1.165
H 9.628 0.192 0.964
H 9.784 -0.940 -0.363
H 10.378 1.437 -2.430
H 8.665 1.722 -2.661
H 9.928 -1.068 -2.558
H 9.377 -0.222 -4.007
H 8.212 -0.721 -2.761
C 9.968 7.467 3.914
C 8.599 7.317 3.271
O 8.184 5.965 3.129
C 8.064 5.207 4.327
C 7.057 5.782 5.308
H 10.722 6.920 3.341
H 10.255 8.521 3.956
H 9.985 7.074 4.933
H 8.636 7.740 2.263
H 7.843 7.890 3.818
H 9.045 5.084 4.796
H 7.735 4.207 4.031
H 7.345 6.777 5.653
H 6.971 5.137 6.187
H 6.072 5.869 4.840
C 1.603 0.536 -6.854
C 1.721 1.333 -5.566
O 2.783 0.899 -4.725
C 4.096 0.970 -5.271
C 4.512 2.377 -5.665
H 1.475 -0.528 -6.635
H 0.746 0.881 -7.438
H 2.495 0.635 -7.478
H 0.798 1.211 -4.991
H 1.815 2.404 -5.772
H 4.191 0.279 -6.115
H 4.775 0.606 -4.496
H 3.876 2.786 -6.453
H 5.542 2.379 -6.033
H 4.446 3.051 -4.806
*
```

Output
DFT total energy = -86556.7128 eV
SMILES string = C#CCCCc1c(CC(=O)I)c(CCN(CC)C(C)=O)c([C@@H](I)CC)c2c1C(=O)N(C#C)C2=O.CCOCC.CCOCC.CCOCC.CCOCC.CCOCC
ΔE to the lowest compared entry with this formula, charge and spin = 172.42 kcal/mol
HOMO energy = -9.079 eV
gap between HOMO and LUMO = 7.7 eV

Here are the Löwdin charges for atoms 1 to 6, given in e: 0.05 -0.11 -0.19 -0.22 -0.16 -0.02